<A>
The following is a quantum chemistry calculation of an isolated ion of composition C3H7O2S2 and charge -1, from OMol25.

Results
HOMO-LUMO gap: 7.11 eV

Structure (ORCA input):
```
! wB97M-V def2-TZVPD RIJCOSX def2/J DEFGRID3
* xyz -1 1
C 0.00 -1.73 -0.21
C 0.40 0.48 -1.42
C 0.55 -0.33 -0.14
O -0.39 -0.36 2.36
O 1.63 -0.07 0.64
S -1.89 2.31 1.66
S 0.04 0.62 1.39
H -1.03 -1.70 -0.58
H 0.00 -2.15 0.79
H 0.59 -2.36 -0.87
H 0.88 -0.01 -2.27
H -0.66 0.60 -1.64
H 0.83 1.46 -1.28
H -0.95 3.25 1.57
*
```


<B>
The following is a quantum chemistry calculation of a 2-piece molecular cluster, C3H7O2S2 overall, from OMol25.

Results
HOMO-LUMO gap (alpha / beta): 5.94 / 6.76 eV

Structure (ORCA input):
```
! wB97M-V def2-TZVPD RIJCOSX def2/J DEFGRID3
* xyz -1 1
C -1.42 -0.82 0.05
C -0.11 1.29 -0.30
C -0.18 -0.01 0.43
O 1.02 -1.39 -1.49
O 1.55 -1.96 0.92
S 3.26 1.53 0.09
S 1.37 -0.89 -0.13
H -1.34 -0.86 -1.06
H -1.34 -1.75 0.58
H -2.40 -0.37 0.34
H 0.85 1.69 -0.11
H -0.60 2.03 0.51
H -0.51 1.31 -1.34
H -0.15 0.20 1.51
*
```


Stability verdict: <A>, ahead by 34.0 kcal/mol


<A>
The following is a quantum chemistry calculation of C18H18IrN10P as an isolated structure, from OMol25.

Results
HOMO-LUMO gap (alpha / beta): 4.84 / 4.98 eV

Structure (ORCA input):
```
! wB97M-V def2-TZVPD RIJCOSX def2/J DEFGRID3
* xyz 1 2
Ir 0.35 -0.15 1.18
N -1.34 -0.94 -1.98
C -0.40 -1.80 -1.53
N -0.15 -3.01 -2.03
N 0.81 -3.49 -1.29
N 1.18 -2.67 -0.38
N 0.44 -1.57 -0.49
C -1.65 0.23 -1.38
N -2.50 1.14 -1.86
N -2.51 2.10 -0.98
N -1.75 1.85 0.01
N -1.16 0.68 -0.19
H -1.85 -1.20 -2.82
C 3.53 1.89 1.90
P 2.46 0.95 0.76
C 3.67 -0.06 -0.16
C 1.78 2.18 -0.39
C 1.55 1.88 -1.74
C 0.89 2.78 -2.55
C 0.43 3.98 -2.03
C 0.67 4.30 -0.70
C 1.33 3.40 0.12
H 2.95 2.60 2.49
H 4.28 2.43 1.33
H 4.02 1.20 2.58
H 4.35 0.58 -0.71
H 3.18 -0.76 -0.84
H 4.24 -0.66 0.56
H 1.89 0.93 -2.14
H 0.72 2.54 -3.59
H -0.13 4.66 -2.65
H 0.32 5.24 -0.29
H 1.48 3.64 1.16
C -0.68 -0.95 3.05
C -1.51 -1.69 2.18
C -2.74 -1.16 1.68
C -3.49 -1.85 0.77
C -3.08 -3.12 0.33
C -1.93 -3.72 0.88
C -1.16 -3.03 1.78
C -3.78 -3.76 -0.71
N -4.31 -4.24 -1.61
H 0.07 -1.49 3.62
H -1.11 -0.07 3.53
H -3.07 -0.19 2.02
H -4.40 -1.42 0.36
H -1.64 -4.71 0.56
H -0.27 -3.48 2.18
*
```


<B>
The following is a quantum chemistry calculation of C18H18IrN10P as an isolated structure, from OMol25.

Results
HOMO-LUMO gap (alpha / beta): 6.99 / 5.45 eV

Structure (ORCA input):
```
! wB97M-V def2-TZVPD RIJCOSX def2/J DEFGRID3
* xyz 1 2
Ir -0.70 -0.07 0.52
N -2.67 1.85 -1.50
C -1.78 1.03 -2.12
N -1.69 0.79 -3.40
N -0.68 -0.10 -3.52
N -0.18 -0.40 -2.38
N -0.84 0.33 -1.43
C -2.72 2.04 -0.16
N -3.55 2.85 0.47
N -3.27 2.71 1.77
N -2.33 1.87 1.97
N -1.94 1.42 0.75
H -3.31 2.39 -2.08
C 0.76 2.78 1.73
P 0.87 0.99 1.83
C 1.04 0.63 3.59
C 2.35 0.44 0.99
C 2.47 0.71 -0.38
C 3.60 0.30 -1.07
C 4.60 -0.40 -0.41
C 4.48 -0.68 0.95
C 3.36 -0.26 1.65
H 1.66 3.19 2.21
H -0.14 3.13 2.24
H 0.73 3.10 0.69
H 1.89 1.20 3.97
H 1.19 -0.43 3.78
H 0.14 0.97 4.11
H 1.69 1.25 -0.91
H 3.68 0.51 -2.13
H 5.48 -0.73 -0.95
H 5.27 -1.21 1.46
H 3.29 -0.49 2.70
C -1.12 -1.18 2.30
C -1.99 -1.73 1.28
C -3.38 -1.42 1.18
C -4.09 -1.79 0.08
C -3.45 -2.47 -0.99
C -2.10 -2.77 -0.94
C -1.37 -2.41 0.19
C -4.22 -2.83 -2.15
N -4.84 -3.12 -3.07
H -0.29 -1.82 2.58
H -1.60 -0.68 3.13
H -3.85 -0.88 1.99
H -5.14 -1.57 0.00
H -1.62 -3.28 -1.77
H -0.33 -2.72 0.28
*
```


Stability verdict: <B>, ahead by 57.7 kcal/mol


<A>
The following is a quantum chemistry calculation of a 11-piece molecular cluster, C33H88O33S11 overall, from OMol25.

Results
HOMO-LUMO gap: 10.79 eV
Structure (SMILES): CCOS(C)(=O)=O.CCOS(C)(=O)=O.CCOS(C)(=O)=O.CCOS(C)(=O)=O.CCOS(C)(=O)=O.CCOS(C)(=O)=O.CCOS(C)(=O)=O.CCOS(C)(=O)=O.CCOS(C)(=O)=O.CCOS(C)(=O)=O.CCOS(C)(=O)=O

Structure (ORCA input):
```
! wB97M-V def2-TZVPD RIJCOSX def2/J DEFGRID3
* xyz 0 1
O 0.30 2.24 7.69
S 1.60 2.32 7.05
O 2.42 1.12 6.87
O 1.50 3.14 5.59
C 0.48 2.70 4.78
C -0.86 3.61 4.92
C 2.56 3.48 8.11
H 0.12 1.70 5.01
H 1.04 2.85 3.85
H -1.37 3.45 5.87
H -1.70 3.44 4.26
H -0.67 4.65 4.66
H 3.49 3.48 7.54
H 2.69 3.03 9.09
H 2.20 4.52 8.12
O -4.85 5.67 15.49
S -5.62 6.56 14.57
O -6.68 6.05 13.71
O -6.18 7.99 15.32
C -5.29 8.81 16.05
C -5.78 9.48 17.41
C -4.39 7.38 13.52
H -4.88 9.61 15.43
H -4.47 8.15 16.35
H -6.47 10.28 17.14
H -5.04 9.94 18.07
H -6.47 8.89 18.01
H -4.88 8.19 12.99
H -3.94 6.75 12.75
H -3.43 7.62 14.00
O -8.81 9.76 4.45
S -7.39 9.84 4.91
O -6.85 9.28 6.15
O -6.47 9.22 3.67
C -6.93 9.26 2.31
C -5.64 9.24 1.52
C -6.96 11.65 4.84
H -7.46 10.19 2.14
H -7.62 8.41 2.23
H -5.21 8.24 1.56
H -4.99 10.10 1.64
H -5.83 9.38 0.45
H -7.80 12.28 5.16
H -6.63 11.83 3.82
H -6.19 11.74 5.60
O -23.73 -2.14 17.99
S -22.93 -0.93 18.21
O -22.42 -0.53 19.51
O -21.63 -1.09 17.21
C -20.54 -0.24 17.28
C -19.38 -0.97 16.54
C -23.65 0.53 17.33
H -20.32 -0.04 18.32
H -20.76 0.78 16.96
H -19.35 -2.04 16.73
H -18.39 -0.53 16.46
H -19.54 -1.03 15.46
H -22.93 1.35 17.45
H -24.53 0.70 17.94
H -23.81 0.33 16.27
O -6.73 -7.31 1.44
S -7.43 -7.12 2.71
O -7.38 -8.12 3.76
O -6.85 -5.67 3.29
C -6.46 -4.67 2.43
C -6.42 -3.44 3.40
C -9.24 -6.71 2.31
H -7.17 -4.37 1.65
H -5.51 -4.89 1.94
H -5.49 -3.44 3.97
H -7.20 -3.25 4.13
H -6.33 -2.46 2.92
H -9.87 -6.39 3.14
H -9.72 -7.63 1.95
H -9.33 -6.07 1.43
O -12.90 -4.36 9.70
S -13.62 -5.03 8.67
O -12.99 -6.01 7.77
O -15.02 -5.65 9.35
C -16.01 -6.34 8.58
C -15.52 -7.83 8.56
C -14.52 -3.76 7.59
H -16.17 -5.96 7.57
H -16.99 -6.31 9.05
H -16.28 -8.51 8.19
H -15.16 -8.03 9.57
H -14.69 -7.96 7.86
H -13.88 -2.91 7.35
H -15.43 -3.39 8.05
H -14.82 -4.30 6.69
O -13.25 4.74 10.39
S -13.16 3.29 10.38
O -14.30 2.36 10.37
O -12.31 2.94 9.01
C -11.17 3.69 8.70
C -10.05 2.64 8.40
C -12.01 2.79 11.67
H -10.75 4.25 9.53
H -11.45 4.43 7.95
H -9.77 2.07 9.29
H -9.17 3.13 7.99
H -10.46 1.94 7.66
H -11.44 3.68 11.92
H -11.24 2.21 11.17
H -12.42 2.32 12.56
O -19.58 10.52 14.93
S -19.81 9.19 15.46
O -18.74 8.42 16.15
O -21.09 9.27 16.60
C -22.35 9.77 16.22
C -23.24 9.98 17.48
C -20.49 8.10 14.13
H -22.91 9.06 15.61
H -22.23 10.73 15.71
H -23.58 9.02 17.86
H -24.14 10.58 17.33
H -22.75 10.44 18.34
H -21.01 8.76 13.44
H -21.18 7.35 14.50
H -19.62 7.75 13.58
O -23.75 4.31 9.50
S -23.85 3.17 8.56
O -25.01 3.03 7.74
O -22.44 3.04 7.60
C -21.16 3.36 8.20
C -20.22 2.98 7.02
C -23.69 1.57 9.46
H -21.01 2.75 9.09
H -21.08 4.41 8.47
H -20.33 3.55 6.10
H -20.02 1.93 6.81
H -19.25 3.29 7.40
H -22.65 1.32 9.68
H -24.14 0.87 8.75
H -24.38 1.65 10.30
O -11.06 14.07 13.14
S -9.87 13.50 12.47
O -9.53 14.05 11.16
O -8.47 13.68 13.35
C -8.14 14.98 13.81
C -7.67 15.92 12.68
C -10.01 11.64 12.46
H -7.33 14.91 14.52
H -9.06 15.30 14.31
H -8.59 16.11 12.12
H -6.81 15.56 12.11
H -7.36 16.90 13.01
H -9.82 11.37 13.50
H -9.18 11.23 11.89
H -10.85 11.19 11.92
O -16.99 8.73 -3.18
S -17.40 8.05 -1.94
O -17.67 6.64 -1.91
O -16.25 8.29 -0.77
C -16.49 7.93 0.64
C -15.32 7.07 1.14
C -18.70 9.02 -1.22
H -17.39 7.31 0.65
H -16.53 8.81 1.29
H -15.16 6.15 0.59
H -15.61 6.76 2.15
H -14.41 7.63 1.38
H -18.56 10.07 -0.94
H -19.16 8.54 -0.35
H -19.44 9.01 -2.02
*
```


<B>
The following is a quantum chemistry calculation of a 11-piece molecular cluster, C33H88O33S11 overall, from OMol25.

Results
HOMO-LUMO gap: 11.08 eV
Structure (SMILES): CCOS(C)(=O)=O.CCOS(C)(=O)=O.CCOS(C)(=O)=O.CCOS(C)(=O)=O.CCOS(C)(=O)=O.CCOS(C)(=O)=O.CCOS(C)(=O)=O.CCOS(C)(=O)=O.CCOS(C)(=O)=O.CCOS(C)(=O)=O.CCOS(C)(=O)=O

Structure (ORCA input):
```
! wB97M-V def2-TZVPD RIJCOSX def2/J DEFGRID3
* xyz 0 1
O -7.02 3.22 4.56
S -6.39 1.98 4.88
O -7.11 0.86 5.31
O -5.62 1.47 3.59
C -4.69 2.34 2.98
C -4.37 1.85 1.60
C -5.04 2.25 6.00
H -3.76 2.46 3.55
H -5.12 3.34 2.90
H -3.87 2.69 1.11
H -5.29 1.67 1.03
H -3.84 0.90 1.62
H -4.37 1.41 5.96
H -5.50 2.42 6.97
H -4.60 3.20 5.71
O -8.95 -1.78 -2.91
S -7.92 -1.95 -3.87
O -7.81 -1.09 -4.99
O -6.56 -1.87 -3.05
C -5.42 -1.82 -3.86
C -4.24 -1.50 -2.96
C -7.91 -3.63 -4.42
H -5.51 -1.00 -4.58
H -5.33 -2.71 -4.49
H -4.52 -0.83 -2.15
H -3.46 -0.95 -3.50
H -3.80 -2.40 -2.52
H -7.11 -4.23 -4.00
H -7.86 -3.69 -5.51
H -8.85 -4.10 -4.13
O -2.10 -4.00 -5.01
S -1.26 -3.05 -5.67
O -0.22 -3.52 -6.48
O -2.19 -2.10 -6.52
C -3.50 -1.91 -5.99
C -3.92 -0.50 -6.25
C -0.61 -1.83 -4.57
H -3.50 -2.16 -4.92
H -4.21 -2.61 -6.44
H -3.25 0.23 -5.79
H -4.95 -0.33 -5.94
H -3.81 -0.30 -7.32
H -1.45 -1.23 -4.24
H 0.16 -1.28 -5.07
H -0.23 -2.33 -3.68
O 8.39 1.24 1.90
S 7.12 1.44 2.50
O 6.77 0.82 3.72
O 6.82 2.97 2.66
C 7.36 3.91 1.72
C 7.31 5.27 2.39
C 5.85 0.92 1.37
H 6.88 3.87 0.73
H 8.41 3.65 1.58
H 8.17 5.32 3.04
H 6.38 5.29 2.97
H 7.24 6.10 1.70
H 4.92 1.39 1.69
H 5.79 -0.15 1.54
H 6.11 1.28 0.38
O 3.10 6.97 -2.20
S 4.17 6.22 -2.75
O 4.47 6.27 -4.13
O 5.49 6.57 -1.96
C 5.40 7.52 -0.94
C 4.77 7.05 0.31
C 3.96 4.53 -2.37
H 4.89 8.45 -1.24
H 6.39 7.95 -0.77
H 5.02 7.71 1.14
H 5.05 6.03 0.57
H 3.69 7.08 0.17
H 3.76 4.36 -1.31
H 4.86 4.05 -2.73
H 3.13 4.15 -2.96
O -3.00 -0.19 4.37
S -3.13 -1.39 3.62
O -2.35 -1.57 2.44
O -2.84 -2.55 4.62
C -2.92 -3.86 4.08
C -3.80 -4.75 4.98
C -4.85 -1.61 3.19
H -1.95 -4.35 4.05
H -3.38 -3.78 3.10
H -3.18 -5.14 5.79
H -4.24 -5.57 4.44
H -4.56 -4.16 5.50
H -5.15 -2.65 3.20
H -4.86 -1.21 2.18
H -5.44 -0.96 3.82
O -3.34 2.52 -4.80
S -2.02 2.88 -4.49
O -0.91 2.40 -5.23
O -2.04 4.47 -4.51
C -0.89 5.24 -5.01
C 0.24 5.27 -4.00
C -1.65 2.67 -2.77
H -1.33 6.23 -5.10
H -0.60 4.88 -6.00
H 0.77 4.33 -4.06
H -0.22 5.41 -3.02
H 0.86 6.15 -4.16
H -0.75 3.26 -2.64
H -1.49 1.62 -2.53
H -2.48 3.02 -2.17
O 6.11 -6.85 3.46
S 6.56 -6.01 2.42
O 6.72 -6.52 1.12
O 5.53 -4.82 2.33
C 5.73 -3.86 1.25
C 4.55 -3.95 0.30
C 8.05 -5.21 2.97
H 6.62 -4.15 0.70
H 5.78 -2.86 1.70
H 3.57 -3.90 0.77
H 4.57 -4.94 -0.17
H 4.69 -3.26 -0.54
H 8.80 -5.97 2.84
H 7.80 -4.83 3.95
H 8.22 -4.37 2.30
O 1.41 -0.11 -2.86
S 1.81 0.69 -1.75
O 1.91 2.08 -1.90
O 0.80 0.48 -0.56
C 0.19 -0.82 -0.47
C -1.11 -0.85 -1.26
C 3.26 0.01 -0.99
H 0.00 -1.06 0.58
H 0.87 -1.61 -0.81
H -1.85 -0.22 -0.77
H -1.53 -1.83 -1.44
H -0.90 -0.43 -2.26
H 4.04 -0.17 -1.72
H 2.92 -0.91 -0.53
H 3.52 0.74 -0.23
O 3.31 3.18 1.47
S 2.96 3.78 2.72
O 3.27 5.12 3.07
O 1.40 3.62 2.93
C 0.77 2.28 2.83
C -0.71 2.50 2.87
C 3.59 2.76 4.04
H 1.14 1.69 3.66
H 1.04 1.88 1.84
H -1.08 3.27 2.20
H -1.04 2.78 3.87
H -1.15 1.57 2.50
H 2.86 2.77 4.85
H 4.54 3.17 4.36
H 3.57 1.71 3.75
O -0.36 -4.19 1.30
S -1.16 -5.11 0.57
O -0.51 -5.85 -0.42
O -1.89 -6.06 1.57
C -1.15 -7.16 2.15
C -2.14 -8.22 2.65
C -2.56 -4.29 -0.07
H -0.53 -6.80 2.98
H -0.52 -7.59 1.36
H -2.97 -7.76 3.20
H -1.65 -8.81 3.43
H -2.53 -8.85 1.86
H -3.15 -3.89 0.76
H -3.12 -4.95 -0.71
H -2.17 -3.42 -0.59
*
```


Stability verdict: <B>, ahead by 194.0 kcal/mol


<A>
The following is a quantum chemistry calculation of C3H3FS2 as an isolated structure, from OMol25.

Results
HOMO-LUMO gap: 8.50 eV

Structure (ORCA input):
```
! wB97M-V def2-TZVPD RIJCOSX def2/J DEFGRID3
* xyz 0 1
C -0.10 0.69 0.13
C 1.07 -0.38 0.06
C -1.18 -0.33 -0.22
H -0.19 1.11 1.16
H 1.42 -0.65 1.07
H 1.92 -0.17 -0.60
F -0.04 1.61 -0.83
S -0.11 -1.64 -0.54
S -2.78 -0.25 -0.22
*
```


<B>
The following is a quantum chemistry calculation of one molecule with the formula C3H3FS2, from OMol25.

Results
HOMO-LUMO gap: 8.58 eV
Structure (SMILES): F/C=C\SC=S

Structure (ORCA input):
```
! wB97M-V def2-TZVPD RIJCOSX def2/J DEFGRID3
* xyz 0 1
C 0.68 1.54 1.61
C 0.06 0.87 0.67
C -0.48 -1.20 -1.14
H 0.46 2.58 1.85
H -0.75 1.37 0.08
H -0.12 -2.19 -1.38
F 1.73 0.95 2.17
S 0.60 -0.76 0.16
S -1.64 -0.33 -1.84
*
```


Stability verdict: <A>, ahead by 9.5 kcal/mol